# 1
Here is a structure of composition C41H58F10N7SbSi3Y at a distorted geometry from the OMol25 dataset. Energies are from wB97M-V/def2-TZVPD.

Geometry (Å):
Y -0.62 0.69 0.69
C -3.52 1.48 2.80
N -2.09 1.80 2.71
C -1.39 1.43 3.93
C -1.30 -0.06 4.08
N -0.80 -0.67 2.86
C -0.86 -2.05 2.90
C -1.25 -2.89 3.96
F -1.56 -2.42 5.18
C -1.32 -4.27 3.85
F -1.71 -4.99 4.90
C -0.97 -4.92 2.68
F -1.04 -6.25 2.58
C -0.53 -4.14 1.63
F -0.17 -4.73 0.49
C -0.48 -2.77 1.76
F -0.03 -2.04 0.71
C -1.90 3.24 2.51
C -2.38 3.66 1.16
N -1.71 2.86 0.15
C -1.72 3.49 -1.08
C -2.49 4.59 -1.50
F -3.51 5.07 -0.76
C -2.30 5.21 -2.72
F -3.06 6.26 -3.04
C -1.34 4.78 -3.61
F -1.12 5.42 -4.76
C -0.60 3.67 -3.26
F 0.38 3.25 -4.07
C -0.84 3.05 -2.06
F -0.19 1.89 -1.75
H -3.99 2.03 3.62
H -4.03 1.72 1.87
H -3.64 0.41 2.99
H -0.40 1.86 3.88
H -1.89 1.85 4.82
H -0.67 -0.26 4.96
H -2.29 -0.45 4.35
H -2.41 3.82 3.29
H -0.83 3.44 2.60
H -3.47 3.60 1.11
H -2.14 4.73 1.07
C 1.84 0.37 -3.50
Sb 1.22 -0.87 -1.89
C 1.63 0.42 0.07
C 2.65 -0.62 0.53
C 2.47 -1.43 1.65
C 3.45 -2.34 2.02
C 4.61 -2.44 1.26
C 4.70 -1.62 0.14
N 3.77 -0.74 -0.21
Si 2.63 2.01 -0.17
C 3.57 2.36 -1.73
C 3.96 2.07 1.19
C 1.61 3.53 0.20
C -0.92 -1.47 -2.59
C -1.82 -1.79 -1.43
C -2.47 -3.03 -1.29
C -3.42 -3.24 -0.31
C -3.75 -2.21 0.56
C -3.06 -1.03 0.41
N -2.11 -0.83 -0.52
Si -2.06 -0.39 -3.74
C -1.21 0.35 -5.21
C -3.01 0.92 -2.81
C -3.43 -1.43 -4.45
Si -0.31 -3.07 -3.52
C 0.81 -2.59 -4.93
C -1.66 -4.17 -4.22
C 0.69 -4.16 -2.38
H 2.93 0.29 -3.52
H 1.54 1.41 -3.41
H 1.44 -0.04 -4.42
H 1.55 -1.38 2.21
H 3.29 -3.00 2.87
H 5.39 -3.14 1.50
H 5.58 -1.67 -0.50
H 4.13 1.48 -2.07
H 4.28 3.16 -1.50
H 2.93 2.70 -2.55
H 4.41 1.10 1.42
H 3.58 2.54 2.11
H 4.77 2.72 0.83
H 0.94 3.83 -0.61
H 2.30 4.37 0.37
H 1.01 3.42 1.11
H -2.24 -3.83 -1.98
H -3.90 -4.21 -0.23
H -4.51 -2.32 1.32
H -3.27 -0.19 1.06
H -0.27 0.84 -5.01
H -1.89 1.10 -5.63
H -1.05 -0.41 -5.98
H -2.53 1.35 -1.93
H -3.96 0.48 -2.47
H -3.25 1.73 -3.50
H -3.11 -2.06 -5.28
H -4.18 -0.73 -4.84
H -3.93 -2.06 -3.70
H 0.39 -1.84 -5.61
H 0.97 -3.50 -5.52
H 1.79 -2.24 -4.60
H -2.67 -3.75 -4.22
H -1.69 -5.11 -3.67
H -1.41 -4.41 -5.26
H 1.76 -4.06 -2.60
H 0.41 -5.21 -2.54
H 0.56 -3.93 -1.33
N 4.96 0.79 5.44
C 3.84 0.40 4.48
C 2.75 1.46 4.47
N 1.76 1.17 3.46
H 5.70 0.09 5.48
H 4.60 0.92 6.39
H 5.38 1.68 5.16
H 3.48 -0.57 4.80
H 4.30 0.31 3.50
H 3.20 2.44 4.27
H 2.28 1.53 5.46
H 1.26 0.31 3.62
H 2.20 1.11 2.55

The total energy is -4125.93255 a.u. Its net charge is +1. For the highest occupied orbital energy, the calculation gives -9.32 eV.



# 2
Here is the molecule C7H4ClF6N at a distorted geometry from the OMol25 dataset. Energies are from wB97M-V/def2-TZVPD.

Geometry (Å):
F 1.14 2.71 -1.07
C 1.22 1.80 -0.07
F 1.14 2.54 1.08
F 2.47 1.34 -0.09
N 0.12 0.86 -0.18
C -1.06 1.08 0.54
C -2.10 0.30 0.62
C -2.05 -0.95 -0.18
C -0.92 -1.20 -0.94
C 0.36 -0.47 -0.70
Cl 1.38 -0.40 -2.15
C 1.32 -1.48 0.42
F 0.57 -2.59 0.69
F 2.56 -1.71 -0.07
F 1.42 -0.89 1.59
H -1.05 1.99 1.06
H -2.77 0.52 1.50
H -2.78 -1.59 -0.38
H -0.97 -1.86 -1.67

The total energy is -1383.23639 a.u. For the highest occupied orbital energy, the calculation gives -8.94 eV.



# 3
Here is a cluster of 2 separate species, C3H10N2O in total at a distorted geometry from the OMol25 dataset. Energies are from wB97M-V/def2-TZVPD.

Geometry (Å):
C 1.00 0.05 -1.28
N 0.51 -0.54 -0.01
C 1.51 -1.07 0.90
H 1.22 -0.69 -2.06
H 1.84 0.73 -1.13
H 0.23 0.71 -1.69
H 0.03 -1.34 -0.44
H 1.83 -0.31 1.62
H 1.15 -1.95 1.43
H 2.44 -1.38 0.41
C -2.49 1.05 -0.04
N -1.40 1.10 0.82
O -2.36 1.22 -1.22
H -3.45 0.72 0.38
H -1.54 1.09 1.83
H -0.53 0.60 0.47

As for the expectation value of S²: 0.77. The multiplicity is 2. The total energy is -304.68984 a.u. Its net charge is +1. For the highest occupied orbital energy (alpha / beta), the calculation gives -15.79 / -14.89 eV.



# 4
Here is a cluster of 14 separate species, C6H41NO13 in total at a distorted geometry from the OMol25 dataset. Energies are from wB97M-V/def2-TZVPD.

Geometry (Å):
C -1.70 1.27 1.73
C -2.74 2.12 1.18
C -2.35 2.80 -0.21
C -2.42 1.75 -1.34
C -1.00 3.56 -0.07
C -0.96 4.37 -1.33
N -3.98 1.40 1.11
H -1.13 0.60 1.01
H -1.07 1.67 2.48
H -2.29 0.46 2.24
H -2.88 2.99 1.90
H -3.08 3.47 -0.61
H -1.82 2.21 -2.31
H -1.75 0.84 -1.00
H -3.43 1.47 -1.60
H -1.08 4.14 0.80
H -0.18 2.88 0.22
H -0.02 4.97 -1.37
H -1.88 5.10 -1.32
H -0.96 4.00 -2.28
H -4.67 1.74 1.69
H -4.38 1.37 0.28
H 0.73 -1.72 -0.54
H 0.59 -2.68 0.66
O 0.55 -1.68 0.44
H 3.98 1.84 -1.91
H 3.32 1.37 -3.21
O 4.18 1.72 -2.81
H -1.36 -0.83 3.26
H -1.67 -0.41 4.76
O -1.13 -0.85 4.19
H 3.22 -3.16 1.14
H 2.91 -1.69 1.51
O 3.60 -2.33 1.30
H 0.39 -3.47 -0.91
H 0.18 -4.96 -0.82
O 0.53 -4.21 -0.31
H -0.94 -2.15 -3.05
H -1.58 -2.76 -1.78
O -0.82 -2.43 -2.18
H 2.88 -0.14 -1.32
H 2.18 1.09 -0.56
O 2.32 0.63 -1.53
H 2.67 0.01 4.03
H 1.25 -0.65 4.17
O 1.89 -0.29 3.54
H -1.35 -3.61 0.45
H -1.14 -2.19 0.82
O -1.82 -2.81 0.51
H 1.08 1.33 2.18
H 2.57 1.12 2.48
O 1.96 1.64 1.98
H 0.72 0.02 -2.86
H 1.74 -0.73 -3.73
O 0.91 -0.20 -3.73
H -3.16 -1.82 -0.53
H -4.15 -1.40 -1.57
O -3.20 -1.48 -1.36
H 3.65 -1.79 -0.16
H 4.43 -2.29 -1.49
O 3.83 -1.62 -1.11

The total energy is -1285.94503 a.u. For the highest occupied orbital energy, the calculation gives -9.26 eV.



# 5
Here is a structure of composition C20H52F6KN5O26S6 at a distorted geometry from the OMol25 dataset. Energies are from wB97M-V/def2-TZVPD.

Geometry (Å):
K -2.57 -3.45 -2.32
C 1.10 -0.41 1.12
F 1.07 -1.59 1.66
F 1.25 0.41 2.15
F 2.28 -0.45 0.44
S -0.52 0.11 0.14
O -1.56 -0.76 0.73
O -0.68 1.50 0.45
N -0.30 -0.34 -1.50
S 0.26 0.94 -2.12
O -0.66 1.90 -2.67
O 1.34 1.60 -1.35
C 1.22 0.22 -3.74
F 0.30 -0.70 -4.30
F 1.36 1.19 -4.66
F 2.48 -0.22 -3.47
C 3.81 -4.65 -4.60
O 4.89 -5.00 -3.82
H 4.09 -3.75 -5.16
H 3.77 -5.46 -5.33
H 2.90 -4.63 -4.01
H 4.65 -5.59 -3.10
C 2.61 5.16 1.07
O 2.39 6.47 1.70
H 1.61 5.04 0.66
H 3.38 5.22 0.31
H 2.92 4.39 1.78
H 3.07 6.54 2.37
O -6.38 6.49 3.93
S -5.19 5.99 4.62
O -4.04 6.92 4.83
O -5.63 5.33 6.07
C -4.60 5.02 7.07
C -4.95 3.77 7.84
C -4.60 4.45 3.70
H -4.55 5.90 7.72
H -3.61 4.95 6.63
H -5.85 4.03 8.39
H -4.14 3.49 8.50
H -5.11 3.06 7.02
H -3.52 4.39 3.81
H -4.98 4.60 2.69
H -5.09 3.54 4.04
O 0.61 -6.41 -0.67
S 1.75 -7.13 -0.20
O 2.99 -6.86 -0.89
O 1.86 -6.88 1.43
C 3.17 -7.11 2.04
C 3.88 -5.73 2.25
C 1.54 -8.91 -0.29
H 3.73 -7.81 1.41
H 2.96 -7.55 3.01
H 4.93 -5.88 2.51
H 3.25 -5.25 2.99
H 3.79 -5.04 1.41
H 1.28 -9.05 -1.34
H 0.62 -9.11 0.27
H 2.36 -9.58 -0.04
O -2.32 6.21 -8.64
S -1.96 4.81 -8.91
O -2.57 4.01 -10.00
O -0.30 4.82 -9.07
C 0.40 3.71 -9.63
C 1.80 4.20 -10.10
C -2.14 3.71 -7.44
H -0.06 3.17 -10.46
H 0.50 3.08 -8.75
H 2.22 4.86 -9.33
H 1.92 4.82 -10.99
H 2.44 3.33 -9.97
H -3.16 3.41 -7.24
H -1.74 4.18 -6.54
H -1.53 2.81 -7.52
O -5.45 -3.97 2.01
S -5.71 -3.99 3.44
O -7.01 -4.37 3.97
O -4.46 -4.78 4.30
C -3.12 -4.62 3.88
C -2.23 -5.61 4.74
C -5.49 -2.31 4.04
H -2.90 -3.58 4.13
H -2.99 -4.83 2.82
H -2.27 -6.65 4.42
H -2.45 -5.60 5.81
H -1.19 -5.33 4.89
H -5.79 -2.46 5.08
H -5.89 -1.44 3.52
H -4.42 -2.16 3.93
C 6.85 1.94 -3.73
N 6.47 3.40 -3.54
O 7.31 4.31 -3.48
O 5.31 3.56 -3.55
H 6.61 1.63 -4.74
H 6.32 1.31 -3.02
H 7.92 1.81 -3.57
C -0.50 -0.97 6.85
N -1.80 -0.33 6.48
O -2.55 -0.07 7.48
O -1.95 0.03 5.29
H -0.46 -1.09 7.93
H 0.34 -0.41 6.44
H -0.52 -1.92 6.32
C -5.42 1.10 -3.27
N -5.51 2.45 -2.69
O -5.87 2.42 -1.53
O -5.25 3.48 -3.33
H -4.55 0.65 -2.80
H -5.26 1.01 -4.34
H -6.31 0.54 -2.96
C 7.27 1.02 1.91
N 8.20 1.56 0.84
O 8.75 0.73 0.11
O 8.34 2.75 0.69
H 6.20 1.20 1.85
H 7.72 1.24 2.88
H 7.28 -0.07 1.91

The total energy is -6610.79537 a.u. For the highest occupied orbital energy, the calculation gives -9.63 eV.



# 6
Here is the ion C5H12N3O with charge +1 at a distorted geometry from the OMol25 dataset. Energies are from wB97M-V/def2-TZVPD.

Geometry (Å):
C 1.80 0.25 -1.01
N 0.96 -0.80 -0.39
C 0.21 -1.80 -1.36
O -0.57 -1.16 -2.23
C -0.17 -0.28 0.43
C 0.06 0.20 1.97
N -0.86 1.15 2.20
C -1.72 1.25 0.95
N -1.03 0.72 -0.15
H 2.77 -0.17 -1.56
H 1.22 0.95 -1.62
H 2.23 0.81 -0.25
H 1.52 -1.39 0.27
H -0.20 -2.40 -0.46
H 1.06 -2.18 -1.89
H -1.29 -0.61 -1.78
H 0.52 -0.39 2.75
H -1.28 1.46 3.15
H -2.70 0.63 0.94
H -2.04 2.27 0.64
H -0.49 1.49 -0.61

The total energy is -436.84092 a.u. Its net charge is +1. For the highest occupied orbital energy (alpha / beta), the calculation gives -11.70 / -11.70 eV.